The following is a DFT calculation (ωB97M-V with the def2-TZVPD basis set) of a structure of composition C28H46AsF5N5O6P2S2Se2SiW at a distorted geometry.

## Properties
total energy	-304593.940	eV
total charge	-1
relative energy (zero: lowest compared OMol25 entry of this formula, charge and spin)	349.50	kJ/mol
HOMO level (spin up / spin down)	-4.404 / -4.631	eV
LUMO (spin up / spin down)	1.8 / 1.2	eV
2S+1	3
max |F|	3.4	eV Å⁻¹

Positions of all 99 atoms, in Å:
W (-0.94659, -0.24415, -0.32012)
C (2.51034, 2.66686, 2.94299)
N (1.67046, 2.41759, 1.78021)
C (0.89848, 3.57712, 1.33518)
P (2.06879, 1.31863, 0.62984)
O (0.92400, 0.81360, -0.16127)
O (2.76985, 0.13900, 1.47861)
P (1.98687, -1.30278, 1.66247)
O (0.52949, -1.05747, 1.58915)
N (2.43587, -1.93154, 3.11512)
C (3.84561, -2.02859, 3.45534)
C (1.54473, -1.82674, 4.26419)
N (2.84185, -2.23449, 0.59446)
C (2.44130, -3.64626, 0.54206)
C (3.26420, -1.73204, -0.71566)
N (3.25254, 1.76836, -0.43301)
C (2.82713, 2.37093, -1.70172)
C (4.47957, 2.32095, 0.12257)
H (1.86811, 2.95221, 3.77575)
H (3.23282, 3.47327, 2.76232)
H (3.04598, 1.75977, 3.21580)
H (0.19723, 3.85464, 2.12451)
H (0.32090, 3.33874, 0.44158)
H (1.54831, 4.43021, 1.11219)
H (4.43762, -2.06445, 2.54297)
H (4.01924, -2.94246, 4.02904)
H (4.16991, -1.17384, 4.05970)
H (0.52011, -1.72583, 3.91992)
H (1.78854, -0.96462, 4.88976)
H (1.62570, -2.73658, 4.86594)
H (2.33045, -4.03105, 1.55456)
H (3.23160, -4.20317, 0.03462)
H (1.50328, -3.78575, -0.00315)
H (3.34775, -0.64886, -0.70486)
H (2.56551, -2.02037, -1.50268)
H (4.24412, -2.16114, -0.94349)
H (1.85726, 1.97126, -1.99614)
H (3.55559, 2.11285, -2.47291)
H (2.74362, 3.46015, -1.62727)
H (4.70115, 1.83922, 1.07542)
H (4.41047, 3.40432, 0.27448)
H (5.30062, 2.12091, -0.56844)
O (-0.71243, -3.37362, -0.93961)
C (-0.24897, -2.41458, -1.58298)
O (0.36859, -1.38996, -0.89451)
C (0.41355, -2.65830, -2.91773)
C (0.79945, -3.94676, -3.24998)
C (1.55184, -4.17633, -4.39265)
C (1.89985, -3.11114, -5.21349)
C (1.49140, -1.82258, -4.90989)
C (0.74797, -1.57720, -3.75354)
S (0.18457, 0.02058, -3.34923)
H (0.50321, -4.75449, -2.59169)
H (1.86272, -5.18333, -4.64234)
H (2.48937, -3.29051, -6.10530)
H (1.74142, -0.98898, -5.55409)
C (-4.87641, -0.21080, 1.36252)
As (-3.56052, 0.45188, -0.00255)
C (-3.97336, 2.34041, 0.45837)
C (-4.77108, 0.43689, -1.56378)
S (-1.99031, -1.21654, -2.28401)
H (-5.84745, 0.24838, 1.19977)
H (-4.48506, 0.08607, 2.33609)
H (-4.96489, -1.29548, 1.33234)
H (-5.04552, 2.46300, 0.59975)
H (-3.61766, 2.97435, -0.34729)
H (-3.44018, 2.61558, 1.36942)
H (-5.75937, 0.79315, -1.28117)
H (-4.83095, -0.56113, -1.99421)
H (-4.33267, 1.10952, -2.30151)
F (-1.85792, 7.35553, -4.74309)
C (-1.83258, 6.39829, -3.80446)
C (-0.70566, 6.22070, -3.02393)
F (0.36668, 7.01244, -3.22019)
C (-0.70608, 5.23536, -2.05024)
F (0.42482, 5.11325, -1.30285)
C (-1.79137, 4.42838, -1.81602)
Se (-1.27203, 1.93605, -1.41238)
C (-2.89159, 4.61237, -2.62120)
F (-3.99645, 3.84407, -2.46937)
C (-2.93657, 5.58869, -3.60316)
F (-4.03046, 5.77215, -4.36521)
C (-3.60338, -3.70388, 0.61852)
Si (-2.15824, -2.87674, 1.52043)
C (-0.87560, -4.20966, 1.91738)
C (-2.69709, -2.30897, 3.26154)
O (-1.78813, -1.51329, 0.73493)
H (-4.24545, -4.25462, 1.31071)
H (-3.20836, -4.40669, -0.11740)
H (-4.21570, -2.97897, 0.07842)
H (-1.34511, -4.99052, 2.52267)
H (-0.03471, -3.80270, 2.48471)
H (-0.49567, -4.66267, 1.00403)
H (-2.50469, -3.09855, 3.99262)
H (-3.75649, -2.05082, 3.32330)
H (-2.13016, -1.42501, 3.56635)
Se (-0.97890, 1.43515, 4.31117)
C (-1.04705, 1.14993, 2.61015)
N (-1.19352, 0.96422, 1.46582)